Computed, not measured: a 5-piece molecular cluster, C15H23Cl16NOS3Si overall, with ωB97M-V with the def2-TZVPD basis set.

Positions of all 60 atoms, in Å:
1 C 0.753 -1.387 1.264
2 C 0.520 -2.136 -0.058
3 S 0.366 -1.044 -1.490
4 C 2.074 -0.462 -1.757
5 Si 1.958 1.344 -2.355
6 C 2.490 2.553 -1.017
7 C 1.633 2.512 0.276
8 C 1.023 3.851 0.727
9 S -0.805 3.894 0.759
10 C -1.123 3.175 -0.858
11 S -0.823 4.147 -2.137
12 N -1.530 1.883 -0.987
13 C -1.783 1.127 0.243
14 C -3.137 1.437 0.873
15 O -4.096 1.827 -0.093
16 C -3.869 1.116 -1.282
17 C -2.620 1.669 -1.956
18 H -0.172 -1.375 1.829
19 H 1.074 -0.378 1.051
20 H 1.491 -1.894 1.868
21 H 1.339 -2.821 -0.245
22 H -0.367 -2.747 0.019
23 H 2.656 -0.565 -0.849
24 H 2.488 -1.057 -2.562
25 H 2.850 1.553 -3.525
26 H 0.585 1.536 -2.846
27 H 3.524 2.332 -0.765
28 H 2.489 3.560 -1.416
29 H 0.899 1.717 0.206
30 H 2.302 2.222 1.078
31 H 1.397 4.103 1.709
32 H 1.309 4.640 0.046
33 H -0.988 1.203 0.965
34 H -1.811 0.082 -0.055
35 H -3.483 0.572 1.441
36 H -3.066 2.255 1.576
37 H -3.750 0.052 -1.073
38 H -4.700 1.210 -1.969
39 H -2.872 2.572 -2.489
40 H -2.298 0.933 -2.693
41 Cl 4.594 5.243 1.557
42 C 4.315 6.501 0.345
43 Cl 4.508 5.813 -1.270
44 Cl 2.677 7.134 0.525
45 Cl 5.482 7.806 0.570
46 Cl -0.736 -3.912 -4.411
47 C -0.324 -5.003 -3.087
48 Cl -0.496 -6.678 -3.621
49 Cl 1.349 -4.718 -2.589
50 Cl -1.405 -4.708 -1.725
51 Cl -0.647 -7.020 1.103
52 C -2.323 -7.121 1.651
53 Cl -3.071 -8.578 0.994
54 Cl -2.366 -7.170 3.414
55 Cl -3.217 -5.700 1.091
56 Cl -0.431 -1.700 4.964
57 C -0.054 -3.419 4.798
58 Cl -0.404 -4.246 6.318
59 Cl -1.039 -4.123 3.512
60 Cl 1.658 -3.614 4.406

2S+1   1
Max |F|   0.0442 hartree/bohr
E   -9562.3716 hartree
Structure (SMILES)   CCSC[SiH2]CCCSC(=S)N1CCOCC1.ClC(Cl)(Cl)Cl.ClC(Cl)(Cl)Cl.ClC(Cl)(Cl)Cl.ClC(Cl)(Cl)Cl